Entry 1:
The following is a quantum chemistry calculation of the molecule C2H6BClO2 in a non-equilibrium geometry, from the OMol25 dataset.

```
12
Properties=species:S:1:pos:R:3:forces:R:3:nbo_charge:R:1
Cl 2.4496 0.6342 -0.1171 -0.3 -0.3 0.3 -0.101
O -1.2014 1.6540 0.8236 0.3 -1.0 2.2 -0.860
O -0.2949 1.7188 -1.3081 0.5 -0.3 -0.1 -0.888
C 0.8325 0.1006 0.5636 -0.2 4.5 1.4 -0.453
C 0.5679 -1.2736 0.3241 -2.2 -1.9 -3.1 -0.642
B -0.2924 1.2007 -0.0352 2.2 -1.2 -0.3 1.097
H 0.8936 0.2920 1.6925 0.0 0.0 -1.5 0.228
H 0.7088 -1.4773 -0.7627 -0.9 0.3 0.2 0.217
H -1.7415 2.1956 0.3093 -2.0 1.7 -0.7 0.471
H 1.2837 -1.9603 0.6094 1.4 -1.3 1.9 0.223
H -0.4868 -1.5110 0.6305 1.1 -0.2 -0.2 0.225
H -0.8071 2.5336 -1.4000 0.1 -0.3 -0.1 0.481
```
Positions in Å, forces in eV/Å.

Summary:
2S+1 = 1
lowest unoccupied orbital energy = 0.1630 eV
energy = -19467.26604 eV

Entry 2:
The following is a quantum chemistry calculation of the molecule C2H2O2S in a non-equilibrium geometry, from the OMol25 dataset.

```
7
Properties=species:S:1:pos:R:3:forces:R:3:nbo_charge:R:1
S -1.9549 -0.5454 -0.0510 1.9 0.7 0.2 0.000
O -0.1245 1.4526 -0.0008 3.2 -4.2 0.6 -0.621
O 2.0185 -0.4747 -0.0853 -1.5 1.0 -0.4 -0.443
C -0.4342 0.1114 0.0137 0.0 2.0 -0.8 0.107
C 0.8392 -0.7307 -0.0048 0.8 -0.4 1.1 0.354
H 0.5433 -1.7173 0.2505 -0.3 -1.6 -0.1 0.118
H -0.8874 1.9040 -0.1223 -4.0 2.5 -0.5 0.485
```
Positions in Å, forces in eV/Å.

Summary:
2S+1 = 1
lowest unoccupied orbital energy = -1.5072 eV
energy = -17035.16644 eV

Entry 3:
The following is a quantum chemistry calculation of a cluster of 2 separate species, C3H4N2O in total in a non-equilibrium geometry, from the OMol25 dataset.

```
10
Properties=species:S:1:pos:R:3:forces:R:3:nbo_charge:R:1
O -1.9922 -1.1052 1.3745 1.0 -0.1 -0.1 -0.469
N 1.9579 0.7718 -1.3478 -1.2 0.3 0.0 -0.388
N -0.4919 1.1284 -0.9751 0.1 0.0 0.0 -0.858
C 0.4523 -1.2313 0.9682 -0.2 0.2 0.0 -0.795
C -0.8400 -1.1702 1.1896 -0.5 0.1 0.2 0.715
C 0.8233 0.9824 -1.2062 0.8 -0.2 -0.1 0.417
H -0.7376 1.3606 -0.0239 0.0 0.0 -0.1 0.416
H 1.1660 -0.9303 1.7222 -0.2 -0.2 0.1 0.269
H 0.7920 -1.3872 -0.0472 0.0 -0.1 0.1 0.279
H -1.0626 1.5690 -1.6806 0.2 0.0 0.0 0.414
```
Positions in Å, forces in eV/Å.

Summary:
2S+1 = 1
lowest unoccupied orbital energy = 0.4364 eV
energy = -8201.86385 eV

Values of frontier orbital gap, in order: 0.3774 0.3109 0.3636, all in hartree.
Values of energy relative to the best compared isomer or geometry (same formula, charge and spin), in order: 7.1 19.8 46.6, all in kcal per mole.
Values of E_HOMO, in order: -10.107 -9.968 -9.459, all in eV.